A cluster of 9 separate species, C48H123N9O15 in total in a non-equilibrium geometry. Source: OMol25; level of theory: ωB97M-V/def2-TZVPD.

HOMO level   -8.2 eV
SMILES   COC[C@H](C)N.COC[C@H](C)N.COC[C@H](C)N.COCCNCCOC.COCCNCCOC.COCCNCCOC.COCCNCCOC.COCCNCCOC.COCCNCCOC
E_tot   -95880.6338 eV
ΔE to the lowest compared entry with this formula, charge and spin   411.61 kJ/mol
Molar mass   1066.56 g mol⁻¹

Geometry as ORCA input:
```
! RIJCOSX wB97M-V def2-TZVPD def2/J DEFGRID3
* xyz 0 1
C 4.21451 3.73207 -0.09791
O 3.20277 4.69234 -0.49071
C 2.13150 4.96719 0.38944
C 1.17826 5.93439 -0.43560
C 1.83602 7.14641 -1.07080
N 0.05303 6.44057 0.35088
H 5.10409 3.85618 -0.71544
H 3.79706 2.73173 -0.21263
H 4.52604 3.91219 0.93098
H 1.66444 4.00237 0.58711
H 2.46897 5.45911 1.30171
H 0.73042 5.37337 -1.25584
H 1.09007 7.87957 -1.37762
H 2.60276 7.05704 -1.84036
H 2.35176 7.70475 -0.28955
H -0.37009 5.62658 0.77334
H -0.62257 6.84427 -0.28213
C 1.50071 -9.61480 -1.13934
O 0.62401 -8.48948 -1.31276
C 1.27050 -7.21727 -1.42926
C 0.17681 -6.22513 -1.79193
C -0.59198 -6.58191 -3.14781
N 0.64587 -4.89258 -1.90417
H 0.88111 -10.49722 -1.29913
H 1.95166 -9.63001 -0.14711
H 2.18751 -9.59912 -1.98560
H 1.69480 -6.92416 -0.46897
H 2.05115 -7.28099 -2.18730
H -0.59363 -6.25752 -1.02157
H -1.20890 -7.46065 -2.95984
H 0.07923 -6.79537 -3.97968
H -1.19068 -5.73945 -3.49411
H 1.40457 -4.88558 -2.57084
H 1.23398 -4.68773 -1.10902
C 1.56940 -1.52480 -0.46612
O 0.53673 -0.66439 0.10538
C 0.38943 0.57963 -0.57506
C -0.67882 1.50542 0.09883
C -1.03032 2.76174 -0.75926
N -0.21821 1.99398 1.39165
H 1.59140 -1.54019 -1.55579
H 1.40920 -2.48065 0.03265
H 2.56893 -1.31678 -0.08432
H 1.36571 1.06398 -0.55583
H 0.11453 0.41359 -1.61668
H -1.63947 0.99309 0.15156
H -1.44568 2.35307 -1.68043
H -0.12393 3.32350 -0.98509
H -1.75917 3.39095 -0.24841
H 0.15271 1.20716 1.90491
H -0.98071 2.32509 1.96529
C -0.18906 9.20066 -6.18496
O -0.70252 9.36060 -4.85533
C -1.17935 10.71179 -4.55618
C -1.66992 10.79050 -3.12318
N -0.67520 10.06908 -2.30151
C -1.23885 9.53125 -1.06931
C -2.46740 8.55961 -1.25658
O -2.07847 7.22816 -1.56743
C -3.12198 6.27941 -1.63163
H 0.69570 9.82937 -6.28510
H -0.88487 9.49828 -6.96941
H 0.18769 8.18650 -6.31775
H -1.88831 11.02030 -5.32449
H -0.23150 11.24101 -4.65424
H -2.65043 10.31940 -3.19222
H -1.91966 11.80175 -2.80211
H -0.29956 9.25767 -2.77121
H -1.67815 10.39376 -0.56812
H -0.43343 9.14732 -0.44321
H -3.10523 8.81639 -2.10236
H -3.11700 8.52963 -0.38182
H -3.80919 6.23526 -0.78671
H -2.58844 5.33497 -1.73869
H -3.76609 6.47606 -2.48869
C -9.77919 -3.33286 -2.35182
O -8.77617 -4.03518 -1.67395
C -7.51936 -3.41126 -1.41770
C -7.64172 -2.18410 -0.53133
N -8.10559 -0.98173 -1.16065
C -8.07777 0.16513 -0.20310
C -6.65171 0.48747 0.13753
O -6.00379 0.69635 -1.13518
C -4.62196 1.13183 -0.88627
H -9.35547 -2.79504 -3.19994
H -10.20396 -2.59292 -1.67347
H -10.54368 -4.05412 -2.64069
H -7.04482 -3.11191 -2.35221
H -6.76976 -4.05392 -0.95598
H -6.61284 -1.99487 -0.22521
H -8.22297 -2.41007 0.36264
H -7.43526 -0.59706 -1.81087
H -8.74406 -0.09727 0.61867
H -8.52980 0.98396 -0.76281
H -6.27596 -0.31637 0.77058
H -6.47650 1.32758 0.80956
H -4.01614 1.07865 -1.79084
H -4.18520 0.57639 -0.05631
H -4.56657 2.16200 -0.53446
C 3.31380 -5.04861 0.64298
O 3.25579 -4.36511 -0.60815
C 4.42411 -4.29557 -1.33386
C 4.11761 -3.73466 -2.71299
N 3.18293 -4.61086 -3.48474
C 2.80352 -3.77047 -4.61913
C 1.75091 -4.41445 -5.53862
O 2.06475 -5.66238 -6.14209
C 2.87479 -5.49409 -7.34886
H 3.88803 -5.97488 0.62330
H 2.34790 -5.36430 1.03728
H 3.63121 -4.37398 1.43810
H 4.92497 -5.26053 -1.41194
H 5.20539 -3.67856 -0.89001
H 5.04789 -3.62073 -3.26949
H 3.63166 -2.76389 -2.61525
H 3.71595 -5.41178 -3.79217
H 3.66418 -3.41575 -5.18617
H 2.27379 -2.91597 -4.19804
H 1.57981 -3.70308 -6.34657
H 0.84228 -4.62318 -4.97389
H 2.38718 -4.97089 -8.17142
H 3.07810 -6.47684 -7.77425
H 3.81320 -4.95939 -7.20189
C 5.34790 -1.39619 0.84350
O 6.07796 -0.85854 2.01757
C 6.59527 -1.97177 2.82964
C 7.49215 -3.06557 2.05296
N 6.75592 -4.31347 1.69514
C 6.53427 -5.19323 2.81287
C 7.82884 -5.72685 3.45458
O 8.47315 -4.79040 4.38622
C 9.76174 -5.22278 4.82388
H 4.81238 -0.50319 0.52123
H 4.65071 -2.19657 1.09131
H 6.00797 -1.61166 0.00327
H 5.71995 -2.31064 3.38378
H 7.20331 -1.24687 3.37086
H 8.32113 -3.26712 2.73140
H 7.91241 -2.54846 1.19036
H 7.11595 -4.79179 0.88169
H 6.00039 -6.08381 2.48128
H 5.93394 -4.68156 3.56513
H 8.45245 -6.03379 2.61493
H 7.49347 -6.55544 4.07833
H 9.80322 -6.17020 5.36126
H 10.16955 -4.48192 5.51158
H 10.40674 -5.27685 3.94687
C -3.32914 2.95309 2.44245
O -2.09043 2.88963 3.20430
C -1.68766 4.01702 4.02584
C -0.27221 3.73116 4.61453
N 0.77402 3.68149 3.57614
C 2.15278 3.32849 3.97357
C 2.30405 1.85202 4.54290
O 1.86875 0.81161 3.66140
C 2.62389 0.62718 2.41862
H -3.43466 3.89700 1.90766
H -4.22518 2.83049 3.05088
H -3.37775 2.12206 1.73879
H -2.40733 4.18817 4.82640
H -1.64466 4.89035 3.37504
H -0.36370 2.74348 5.06641
H 0.06445 4.37944 5.42354
H 0.53327 3.00454 2.86629
H 2.53833 4.02025 4.72252
H 2.82859 3.42162 3.12345
H 1.65881 1.77928 5.41839
H 3.30611 1.71245 4.94847
H 2.43238 1.38614 1.66006
H 2.34376 -0.37082 2.08154
H 3.69015 0.60921 2.64413
C -7.95213 -1.29098 3.30871
O -6.55304 -1.32248 3.08667
C -5.83251 -0.23779 3.67555
C -4.42378 -0.67730 4.16045
N -3.57282 -1.18285 3.09499
C -2.18715 -1.59653 3.42593
C -1.48897 -2.09847 2.12742
O -2.02560 -3.38592 1.77377
C -1.38664 -3.85605 0.62554
H -8.30408 -0.41377 2.76582
H -8.18090 -1.27307 4.37428
H -8.32451 -2.17420 2.78971
H -6.27579 0.10137 4.61181
H -5.72319 0.60917 2.99820
H -4.66665 -1.38612 4.95208
H -3.87692 0.15944 4.59509
H -4.03836 -1.83830 2.48362
H -2.06208 -2.35711 4.19663
H -1.51100 -0.82696 3.79832
H -0.41947 -2.16815 2.32594
H -1.67532 -1.35790 1.34965
H -0.39650 -4.20131 0.92305
H -1.15757 -3.18058 -0.19870
H -1.86765 -4.76585 0.26636
*
```